Entry 1:
{"formula": "C2H11N3P", "method": "ωB97M-V/def2-TZVPD", "e_lumo_ev": -3.52, "total_charge": 1, "max_force_ev_per_a": 2.94, "spin_multiplicity": 1, "homo_lumo_gap_ev": 9.61, "symbols": ["C", "C", "N", "N", "N", "P", "H", "H", "H", "H", "H", "H", "H", "H", "H", "H", "H"], "xyz": [[1.1193, 0.7102, -1.0424], [-0.3135, 0.8371, -0.6625], [0.5463, -0.6408, -1.0241], [-1.1731, 0.7077, 2.8492], [-1.4028, 1.1382, -1.4051], [-0.0700, 0.5327, 1.4490], [1.8878, 1.0650, -0.3398], [1.3580, 0.8804, -2.0751], [0.1557, -0.9932, -1.9294], [0.5630, -1.4068, -0.3530], [-1.6305, -0.1035, 3.2527], [-1.2882, 1.6137, 3.3114], [-2.3504, 0.9007, -1.0479], [1.7612, -4.3949, 0.1302], [-1.3483, 1.2462, -2.3952], [1.7962, -3.9066, -0.3503], [0.3895, 1.8139, 1.6321]]}

***

Entry 2:
{"formula": "C2H11N4", "method": "ωB97M-V/def2-TZVPD", "e_lumo_ev": [0.94, 0.79], "total_charge": 0, "max_force_ev_per_a": 1.84, "spin_multiplicity": 2, "homo_lumo_gap_ev": [3.52, 10.84], "s_squared": 0.75, "symbols": ["N", "C", "N", "N", "H", "H", "H", "H", "H", "H", "C", "N", "H", "H", "H", "H", "H"], "xyz": [[1.2428, 0.2113, 1.4611], [0.0743, 0.7868, 1.1071], [-0.4754, 1.6200, 2.0251], [-0.5074, 0.5763, -0.0259], [1.4384, -0.6790, 1.0154], [1.4325, 0.1518, 2.4662], [-1.3884, 1.9592, 1.7865], [-0.2031, 1.5836, 3.0083], [-0.0115, -0.0581, -0.9790], [-1.3669, 1.1172, 0.0488], [-0.6961, -1.8619, -2.2968], [0.4058, -0.8840, -1.8870], [-0.2636, -2.4332, -3.1519], [-1.6553, -1.3720, -2.4984], [-0.9295, -2.4988, -1.4223], [1.1347, -1.4664, -1.4438], [0.8822, -0.5193, -2.7052]]}

***

Entry 3:
{"formula": "C2H11N4", "method": "ωB97M-V/def2-TZVPD", "e_lumo_ev": -3.29, "total_charge": 1, "max_force_ev_per_a": 1.19, "spin_multiplicity": 1, "homo_lumo_gap_ev": 10.35, "symbols": ["N", "C", "N", "N", "H", "H", "H", "H", "H", "C", "N", "H", "H", "H", "H", "H", "H"], "xyz": [[1.4289, 1.2441, 0.0067], [1.3715, 0.1316, 0.8591], [1.6843, -1.0517, 0.1801], [1.0322, 0.0927, 2.0836], [1.4619, 2.1525, 0.4521], [2.1266, 1.1502, -0.7184], [2.3028, -0.9244, -0.6107], [1.9829, -1.7965, 0.7855], [0.9240, 1.0472, 2.4195], [-2.4332, -0.2869, -1.1191], [-1.1752, -0.2341, -0.3009], [-2.2026, -0.1944, -2.1737], [-2.9542, -1.2114, -0.8925], [-3.0267, 0.5639, -0.7963], [-0.5395, 0.5642, -0.4688], [-0.5796, -1.0652, -0.4029], [-1.4042, -0.1818, 0.6964]]}

***

Entry 4:
{"formula": "C2H11N4", "method": "ωB97M-V/def2-TZVPD", "e_lumo_ev": -3.00, "total_charge": 1, "max_force_ev_per_a": 2.42, "spin_multiplicity": 1, "homo_lumo_gap_ev": 10.78, "symbols": ["C", "N", "H", "H", "H", "H", "H", "H", "N", "C", "N", "N", "H", "H", "H", "H", "H"], "xyz": [[2.8241, -0.2223, -0.5413], [1.5269, 0.4651, -0.8720], [2.6359, -1.2066, -0.1125], [3.3783, -0.3002, -1.4971], [3.3424, 0.4111, 0.1821], [0.6960, 0.1644, -0.0701], [1.1780, 0.1738, -1.7661], [1.5823, 1.4822, -0.9854], [-2.6665, -0.8033, 1.2162], [-1.6746, -0.2362, 0.4890], [-2.0472, 0.7578, -0.3813], [-0.3874, -0.6033, 0.5405], [-2.3866, -1.0891, 2.1332], [-3.5436, -0.3128, 1.1218], [-2.8662, 1.2711, -0.0499], [-1.2950, 1.3951, -0.6409], [-0.2968, -1.3468, 1.2338]]}

***

Entry 5:
{"formula": "C2H11N4O", "method": "ωB97M-V/def2-TZVPD", "e_lumo_ev": -3.00, "total_charge": 1, "max_force_ev_per_a": 5.03, "spin_multiplicity": 1, "homo_lumo_gap_ev": 10.53, "symbols": ["C", "C", "N", "N", "N", "N", "O", "H", "H", "H", "H", "H", "H", "H", "H", "H", "H", "H"], "xyz": [[2.9073, -0.2030, -0.2384], [-0.5238, 0.9669, 0.3997], [-0.9766, 1.7664, -0.5748], [-2.5767, -0.5018, -1.2535], [-1.2155, -0.1286, 0.7034], [-2.4019, -0.6359, 0.1382], [1.9433, 0.2303, 0.7485], [3.7490, 0.4812, -0.3071], [2.5761, -0.3556, -1.2158], [3.2168, -1.1962, 0.1008], [0.1331, 1.1851, 1.1485], [-1.6183, 1.3022, -1.1638], [-0.8422, 2.7715, -0.6742], [-2.3939, -1.3274, -1.7730], [-3.5215, -0.1625, -1.4508], [-0.6468, -0.7114, 1.4236], [-2.5563, -1.5373, 0.4692], [2.3226, -0.0291, 1.6708]]}

***

Entry 6:
{"formula": "C2H11N4O6", "method": "ωB97M-V/def2-TZVPD", "e_lumo_ev": -2.83, "total_charge": 1, "max_force_ev_per_a": 4.54, "spin_multiplicity": 1, "homo_lumo_gap_ev": 10.62, "symbols": ["C", "C", "N", "N", "N", "N", "O", "O", "O", "O", "O", "O", "H", "H", "H", "H", "H", "H", "H", "H", "H", "H", "H"], "xyz": [[1.2631, 1.5472, -1.5248], [-0.3617, -1.4526, 1.2258], [-0.0343, 1.7280, -1.8980], [1.5119, 0.7505, -0.5778], [-0.1636, -2.3292, 0.2522], [0.2000, -0.3105, 1.4457], [3.5389, 2.0723, -1.9488], [-1.3065, -3.2821, 2.2794], [-2.1734, 1.0702, 0.1265], [2.1935, 2.1719, -2.4490], [-0.8735, -1.9108, 2.3557], [-2.3272, -0.2850, 0.5882], [-0.7031, 1.3065, -1.2861], [-0.2971, 2.5000, -2.4841], [2.5193, 0.4532, -0.4515], [-2.2881, -0.6776, -0.2178], [0.2529, -1.9650, -0.6018], [-0.8108, -2.9879, 0.0699], [0.5739, 0.2821, 0.6209], [0.1749, 0.2163, 2.3237], [3.7781, 2.8931, -1.5530], [-2.0688, -3.2830, 2.8683], [-2.5986, 1.4925, 0.8363]]}

***

Entry 7:
{"formula": "C2H11NO2S", "method": "ωB97M-V/def2-TZVPD", "e_lumo_ev": [-4.27, -9.14], "total_charge": 1, "max_force_ev_per_a": 0.95, "spin_multiplicity": 2, "homo_lumo_gap_ev": [8.97, 4.10], "s_squared": 0.75, "symbols": ["C", "C", "S", "N", "H", "H", "H", "H", "H", "H", "H", "H", "H", "O", "H", "H", "O"], "xyz": [[-0.2070, -1.4907, -0.6168], [-0.3282, -1.6564, -2.1590], [1.0912, -1.2687, -3.1500], [-1.3819, -0.8693, -0.0764], [-0.0206, -2.4815, -0.1992], [0.7006, -0.8879, -0.4682], [-0.7430, -2.6081, -2.4812], [-1.0313, -0.8850, -2.5179], [0.8794, -2.2290, -4.0758], [-1.1436, -0.2094, 0.6474], [-2.0289, -1.5898, 0.2229], [2.3120, -0.2261, 3.2054], [1.5653, -1.4183, 2.6042], [2.4194, -1.1494, 2.9554], [-1.2675, 6.0238, 1.5729], [-0.1929, 6.2816, 2.6538], [-0.6230, 6.6642, 1.8825]]}

***

Entry 8:
{"formula": "C2H11NO2S2", "method": "ωB97M-V/def2-TZVPD", "e_lumo_ev": 0.43, "total_charge": 0, "max_force_ev_per_a": 1.04, "spin_multiplicity": 1, "homo_lumo_gap_ev": 8.59, "symbols": ["N", "C", "C", "S", "S", "H", "H", "H", "H", "H", "H", "H", "O", "H", "H", "O", "H", "H"], "xyz": [[-1.5166, 1.3564, 0.5621], [-1.5250, 0.0483, -0.0808], [-0.7324, 0.0942, -1.3832], [-0.1656, -1.5542, -1.9228], [1.5296, -0.8753, -2.9652], [-2.2233, 1.9588, 0.1581], [-1.5726, 1.2996, 1.5683], [-2.5362, -0.3775, -0.2227], [-1.0060, -0.7090, 0.5434], [0.1378, 0.7275, -1.2019], [-1.2861, 0.5173, -2.2285], [1.6945, -2.0861, -3.5052], [0.5703, 0.5903, 3.2413], [1.3460, 1.1633, 3.2687], [0.2077, 0.6637, 2.3534], [2.6656, -0.8277, 0.3705], [1.7831, -0.4406, 0.4318], [2.6292, -1.5490, 1.0127]]}